The following is a quantum chemistry calculation of a 9-piece molecular cluster, C27H54BrN2O12P3S overall, from the Open Molecules 2025 dataset.

Each line ends with the Löwdin charge.
Positions of all 100 atoms, in Å:
1 N 0.993 -0.498 5.028  0.14
2 C 0.402 -1.073 4.003  -0.17
3 O 0.186 -1.973 2.846  -0.08
4 C 0.453 -1.273 1.564  -0.71
5 O 1.827 -1.576 1.042  -0.13
6 C 2.819 -0.648 1.601  -0.44
7 O 3.384 -0.856 2.823  -0.04
8 P 3.497 0.927 0.679  0.38
9 S 5.344 0.566 0.152  0.14
10 P -0.737 -2.134 0.283  0.77
11 N -2.295 -2.034 0.723  -0.26
12 P 0.027 0.588 1.571  0.67
13 O -1.498 0.926 2.345  -0.38
14 Br -0.310 1.297 -0.608  0.33
15 H 2.652 1.314 -0.447  -0.04
16 H 3.556 2.026 1.647  0.01
17 H -0.378 -3.528 0.255  0.02
18 H -0.489 -1.599 -1.056  0.00
19 H -2.348 -1.477 1.610  -0.04
20 H -1.320 1.758 2.898  0.09
21 C -5.487 2.891 -0.689  -0.02
22 C -4.457 1.956 -1.267  -0.49
23 C -3.915 0.879 -0.366  -0.07
24 O -4.074 2.069 -2.430  0.03
25 H -5.787 3.616 -1.453  0.08
26 H -6.369 2.325 -0.378  0.08
27 H -5.062 3.432 0.160  0.07
28 H -4.727 0.224 -0.041  0.08
29 H -3.421 1.331 0.497  0.06
30 H -3.182 0.281 -0.917  0.04
31 C -4.749 -4.407 -0.014  -0.04
32 C -3.859 -5.470 0.574  -0.49
33 C -4.527 -6.662 1.206  -0.03
34 O -2.634 -5.368 0.539  0.02
35 H -4.130 -3.607 -0.435  0.05
36 H -5.360 -4.834 -0.813  0.06
37 H -5.385 -3.982 0.767  0.09
38 H -5.128 -7.189 0.461  0.08
39 H -5.153 -6.337 2.040  0.08
40 H -3.761 -7.346 1.587  0.08
41 C 4.512 -0.668 -3.733  -0.03
42 C 3.181 -1.299 -3.423  -0.49
43 C 3.001 -2.750 -3.780  -0.03
44 O 2.275 -0.654 -2.897  0.01
45 H 4.497 0.382 -3.421  0.08
46 H 5.304 -1.184 -3.186  0.08
47 H 4.701 -0.710 -4.808  0.09
48 H 3.727 -3.360 -3.235  0.09
49 H 3.124 -2.886 -4.857  0.09
50 H 1.993 -3.071 -3.499  0.08
51 C -6.808 -3.600 -4.773  -0.03
52 C -5.793 -3.214 -3.730  -0.47
53 C -5.227 -1.821 -3.796  -0.02
54 O -5.441 -4.007 -2.858  0.04
55 H -7.129 -4.633 -4.602  0.08
56 H -7.681 -2.946 -4.702  0.09
57 H -6.362 -3.533 -5.768  0.09
58 H -6.029 -1.088 -3.681  0.09
59 H -4.710 -1.674 -4.747  0.09
60 H -4.507 -1.683 -2.981  0.08
61 C -6.019 0.758 4.323  -0.03
62 C -4.990 -0.176 3.745  -0.48
63 C -4.448 -1.254 4.646  -0.02
64 O -4.607 -0.063 2.582  0.04
65 H -6.320 1.484 3.560  0.08
66 H -6.901 0.193 4.634  0.09
67 H -5.595 1.299 5.172  0.09
68 H -5.260 -1.909 4.972  0.09
69 H -3.953 -0.802 5.510  0.09
70 H -3.714 -1.852 4.095  0.08
71 C 10.024 2.307 2.921  -0.03
72 C 8.865 1.683 2.193  -0.49
73 C 8.611 0.217 2.420  -0.03
74 O 8.151 2.345 1.441  0.02
75 H 10.087 3.370 2.662  0.08
76 H 9.876 2.219 4.001  0.09
77 H 10.956 1.819 2.624  0.08
78 H 8.400 0.035 3.477  0.09
79 H 9.480 -0.364 2.100  0.09
80 H 7.743 -0.097 1.830  0.04
81 C -2.016 6.291 -0.169  -0.02
82 C -2.645 5.699 1.064  -0.50
83 C -3.620 6.556 1.825  -0.03
84 O -2.373 4.558 1.435  0.03
85 H -1.334 5.559 -0.615  0.08
86 H -2.791 6.538 -0.899  0.09
87 H -1.445 7.183 0.098  0.09
88 H -4.467 6.815 1.184  0.09
89 H -3.121 7.461 2.180  0.09
90 H -3.995 5.999 2.691  0.08
91 C 8.090 2.713 -2.316  -0.02
92 C 8.334 1.567 -3.261  -0.49
93 C 9.307 0.504 -2.825  -0.03
94 O 7.760 1.501 -4.347  0.04
95 H 7.366 3.403 -2.762  0.09
96 H 7.682 2.338 -1.374  0.06
97 H 9.024 3.253 -2.138  0.09
98 H 8.952 0.030 -1.906  0.08
99 H 10.294 0.945 -2.670  0.08
100 H 9.383 -0.260 -3.606  0.08

Computed properties:
structure (SMILES): N#CO[C@@](OC(=O)[PH2]=S)([PH2]=N)P(O)Br.CC(C)=O.CC(C)=O.CC(C)=O.CC(C)=O.CC(C)=O.CC(C)=O.CC(C)=O.CC(C)=O
maximum force: 11.92 eV/A
2S+1: 1
HOMO energy: -8.4 eV
LUMO energy: -1.007 eV
calculated total energy: -165161.3821 eV
frontier orbital gap: 7.41 eV

***

The following is a quantum chemistry calculation of C3H11BrMgP as an isolated structure, from the Open Molecules 2025 dataset.

Each line ends with the Löwdin charge.
Positions of all 17 atoms, in Å:
1 C -1.058 -1.365 1.350  -0.11
2 C -0.365 -1.148 -0.058  -0.69
3 Br 1.600 -1.524 0.037  0.53
4 C -0.729 0.201 -0.702  -0.36
5 P 0.500 1.644 -0.298  0.36
6 H -0.673 -2.319 1.771  0.08
7 H -0.820 -0.483 1.984  0.09
8 H -2.159 -1.376 1.200  0.10
9 H -0.800 -1.938 -0.718  0.11
10 H -0.910 0.133 -1.801  0.10
11 H -1.715 0.500 -0.272  0.10
12 H -0.562 2.389 0.389  -0.01
13 H 0.052 2.294 -1.533  -0.03
14 H 1.585 1.029 -1.053  -0.06
15 H 0.918 1.058 0.961  -0.05
16 H 1.380 2.782 -0.045  0.03
17 Mg 3.758 -1.876 -1.213  0.81

Computed properties:
maximum force: 4.05 eV/A
2S+1: 1
HOMO energy: -10.9 eV
LUMO energy: -7.698 eV
calculated total energy: -88050.5141 eV
net charge: +1
frontier orbital gap: 3.22 eV

***

The following is a quantum chemistry calculation of a 2-piece molecular cluster, C4H6NO2 overall, from the Open Molecules 2025 dataset.

Each line ends with the Löwdin charge.
Positions of all 13 atoms, in Å:
1 C -3.445 0.285 -0.134  0.02
2 C 0.036 -0.770 -0.533  -0.37
3 C 0.722 -1.822 0.032  0.09
4 C -0.554 1.718 -0.231  -0.01
5 N -0.543 0.327 -0.291  0.16
6 O -4.131 -0.381 0.454  0.08
7 O -0.413 -0.480 -1.681  0.28
8 H 0.716 -2.801 -0.466  0.15
9 H 1.791 -1.771 0.078  0.14
10 H 0.173 -1.923 0.925  0.12
11 H -1.376 2.096 -0.744  0.07
12 H 0.276 2.235 -0.770  0.14
13 H -0.611 2.099 0.751  0.12

Computed properties:
maximum force: 3.25 eV/A
2S+1: 1
HOMO energy: -16.2 eV
LUMO energy: -5.590 eV
calculated total energy: -9818.0788 eV
net charge: +1
frontier orbital gap: 10.60 eV

***

The following is a quantum chemistry calculation of an isolated ion of composition C7H10N4 and charge +2, from the Open Molecules 2025 dataset.

Each line ends with the Mulliken spin population.
Positions of all 21 atoms, in Å:
1 C -4.277 0.935 0.000  -0.06
2 C -3.443 -1.200 0.000  -0.06
3 C -0.772 -0.180 0.000  0.26
4 C 0.460 0.371 0.000  0.46
5 C -1.948 0.629 0.000  0.42
6 C 2.470 -0.068 -1.225  0.03
7 C 2.471 -0.068 1.225  0.03
8 N -5.210 1.587 0.000  0.30
9 N -3.666 -2.317 0.000  0.25
10 N -3.163 0.138 0.000  0.36
11 N 1.682 -0.378 0.000  0.01
12 H -0.903 -1.259 0.001  0.00
13 H 0.605 1.448 0.000  0.00
14 H -1.861 1.715 -0.001  0.01
15 H 2.748 0.985 -1.243  0.00
16 H 3.384 -0.663 -1.229  0.00
17 H 1.901 -0.305 -2.123  0.00
18 H 2.748 0.986 1.243  0.00
19 H 1.902 -0.304 2.123  0.00
20 H 3.385 -0.662 1.229  0.00
21 H 1.486 -1.390 0.000  -0.01

Computed properties:
<S²>: 2.03
maximum force: 7.27 eV/A
2S+1: 3
HOMO energy (spin up / spin down): -16.9 / -20.2 eV
LUMO energy (spin up / spin down): -7.477 / -14.069 eV
calculated total energy: -13356.6260 eV
net charge: +2
frontier orbital gap (spin up / spin down): 9.46 / 6.14 eV

***

Energy relative to the best compared isomer or geometry (same formula, charge and spin) values, unit kcal/mol, following the record order: 60.5 29.4 104.3 67.3.